Formula: C2H3IN2
Source: the Open Molecules 2025 dataset
Level of theory: ωB97M-V/def2-TZVPD

Output
Orbital gap in eV: 7.536
Electronic energy in hartree: -484.9823
Energy above the lowest of the compared OMol25 structures with the same formula, charge and spin in kJ/mol: 460.67
2S+1: 1

Positions of all 8 atoms, in Å:
C -1.036963 -0.898801 0.870845
C 1.194855 1.093113 -1.549716
N 0.177494 -0.998134 0.603210
N 1.267461 -0.859734 0.383479
I -0.717702 1.762884 -1.223745
H -1.609482 -1.545602 0.331750
H -1.139322 -0.544082 1.807258
H 1.863659 1.990355 -1.223079

Atomic forces in eV per Å
-0.669 -0.196 -0.666
0.895 0.911 -0.083
2.977 0.727 -0.842
1.136 -0.206 -0.300
0.123 0.118 0.043
-2.117 -1.324 -1.060
-1.322 1.115 2.959
-1.023 -1.145 -0.051